DFT (wB97M-V/def2-TZVPD) results for the molecule C7H5F2N2P in a non-equilibrium geometry.

Summary:
Highest occupied orbital energy (spin up / spin down), eV: -6.5 / -10.1
E_tot, eV: -25040.46693
Spin multiplicity: 3
Net charge: 0
Gap between HOMO and LUMO (spin up / spin down), eV: 6.70 / 5.85

Structure (XYZ):
```
17
C7H5F2N2P, DFT wB97M-V/def2-TZVPD
P -3.4163 -0.8138 0.1429
F -3.4978 -2.1833 -0.7270
F -3.6335 -1.4347 1.6462
N -5.1115 2.5018 -0.7871
N -4.5071 0.2007 -0.3226
C -1.3288 0.7053 -0.7826
C -0.5536 -1.1447 0.5516
C -0.0500 1.2911 -0.6585
C -1.6367 -0.4252 -0.0007
C -4.7361 1.4754 -0.4721
C 0.9264 0.6694 0.1246
C 0.7030 -0.5806 0.7274
H -0.8190 -2.0323 1.1858
H 1.8712 1.1639 0.2355
H -0.0861 2.2209 -1.2435
H 1.5969 -1.2545 1.0014
H -2.1731 0.9841 -1.3930
```



DFT (wB97M-V/def2-TZVPD) results for the molecule C19H20N2O3.

Summary:
Highest occupied orbital energy, eV: -8.0
E_tot, eV: -29151.44356
Net charge: 0
Relative energy (zero: lowest compared OMol25 entry of this formula, charge and spin), kcal/mol: 20.2
Gap between HOMO and LUMO, eV: 8.71

Structure (XYZ):
```
44
C19H20N2O3, DFT wB97M-V/def2-TZVPD
O 2.6054 3.2726 -0.5431
O -5.8684 -0.6639 0.5908
O 1.0942 -0.3218 1.7747
N 2.1297 1.4377 0.7344
N -1.2703 0.7941 0.5723
C 3.8288 -0.6419 -0.1197
C 4.4196 0.6383 0.4007
C 3.9079 -1.8130 0.6220
C 3.4258 1.3054 1.3656
C -3.5362 0.0335 0.6047
C -3.7544 0.4231 -2.1217
C 2.5705 -2.9626 -1.0036
C -4.8465 -0.0238 -1.4109
C -4.7404 -0.2189 -0.0319
C 1.8372 2.4181 -0.1945
C -2.5494 0.6858 -1.4918
C 3.2850 -2.9667 0.1822
C -2.4322 0.4897 -0.1196
C 1.1160 0.5351 0.9305
C 2.4902 -1.8016 -1.7527
C 3.1157 -0.6486 -1.3118
C 0.0129 0.8387 -0.0784
C 0.4064 2.2111 -0.6404
C -5.8315 -0.8811 1.9790
H 3.3513 -3.8704 0.7695
H -3.4232 -0.1149 1.6678
H 0.0861 0.0686 -0.8649
H -1.7132 1.0451 -2.0687
H -3.8380 0.5740 -3.1877
H -6.8289 -1.2236 2.2508
H 4.4570 -1.8182 1.5524
H 0.3339 2.2915 -1.7240
H -5.7889 -0.2293 -1.8910
H 5.3493 0.4483 0.9379
H 2.0778 -3.8613 -1.3436
H 3.0531 0.2576 -1.8999
H -5.6052 0.0406 2.5254
H 4.6228 1.3243 -0.4231
H -1.2271 0.3913 1.4997
H 3.2820 0.6885 2.2553
H -0.2193 2.9925 -0.2051
H 1.9375 -1.7932 -2.6814
H 3.7773 2.3005 1.6464
H -5.1005 -1.6512 2.2473
```



DFT (wB97M-V/def2-TZVPD) results for a structure of composition C4H7F2N in a non-equilibrium geometry.

Summary:
Highest occupied orbital energy, eV: -9.3
E_tot, eV: -11182.93128
Net charge: 0
Relative energy (zero: lowest compared OMol25 entry of this formula, charge and spin), kcal/mol: 68.4
Gap between HOMO and LUMO, eV: 10.17

Structure (XYZ):
```
14
C4H7F2N, DFT wB97M-V/def2-TZVPD
F -0.5905 -1.3897 1.2888
F -0.4409 1.2087 -1.7110
N 0.8598 -1.3120 -0.7772
C -0.9613 0.7636 0.5980
C 1.0388 -0.0968 -0.0477
C 0.1365 -0.1537 1.2197
C 0.1454 1.1109 -0.4465
H 2.1653 0.0471 0.0606
H 0.5117 0.2186 2.1928
H 0.0126 -1.8560 -0.6290
H 1.0598 -0.7983 -1.9313
H -1.9336 -0.0288 0.4647
H 0.8352 2.0213 -0.1487
H -1.5436 1.4653 1.2914
```



DFT (wB97M-V/def2-TZVPD) results for a cluster of 2 separate species, C4H14N2 in total in a non-equilibrium geometry.

Summary:
Highest occupied orbital energy, eV: -8.3
E_tot, eV: -7353.00053
Net charge: 0
Relative energy (zero: lowest compared OMol25 entry of this formula, charge and spin), kcal/mol: 48.8
Gap between HOMO and LUMO, eV: 9.15

Structure (XYZ):
```
20
C4H14N2, DFT wB97M-V/def2-TZVPD
N -2.3555 -2.4592 0.9267
N 1.5229 1.3953 -1.3096
C -2.0304 -3.5242 0.0534
C -1.2987 -1.5167 1.3080
C 2.2184 2.3242 -0.4044
C 1.7894 3.8398 -0.6577
H 0.6440 3.9376 -0.4918
H -1.6606 -0.4902 1.1511
H -0.8623 -1.5798 2.3290
H -2.6901 -3.4894 -0.7766
H -0.3869 -1.4712 0.5278
H 1.9791 2.0288 0.6809
H -1.9375 -4.5470 0.6053
H 2.1387 0.7118 -1.6814
H 2.0538 4.1502 -1.6070
H -0.9460 -3.4454 -0.2822
H -3.1667 -2.5931 1.5088
H 1.0162 0.7973 -0.7538
H 3.4447 2.1800 -0.5005
H 2.1303 4.5201 0.1745
```



Q: What is the net charge in the first record?
A: 0



Q: Which value of net charge does entry 2 give?
A: 0



Q: Which of these has the highest E_tot?
A: C4H14N2